Version 1
The following is a DFT calculation (ωB97M-V with the def2-TZVPD basis set) of a 8-piece molecular cluster, H16O8 overall.

Output
Orbital gap   10.64 eV
LUMO energy   -0.20 eV
SMILES   O.O.O.O.O.O.O.O

```
24
H16O8, DFT ωB97M-V with the def2-TZVPD basis set
H 0.8193 0.0219 -0.1176
H 1.0562 1.0485 0.9811
H -3.4054 -0.0382 -0.3719
H -3.8604 1.3387 -0.8228
H -1.1345 2.9130 -3.0635
H -0.2580 1.5223 -3.2089
H 0.8738 -3.2686 -0.0237
H 1.5279 -2.6054 1.1474
H -3.1736 -2.1854 -1.3751
H -2.2501 -2.9978 -0.5737
H -1.3869 1.2134 3.6438
H -0.9194 -0.0926 2.9795
H 3.2259 2.5398 0.6203
H 2.6818 3.4283 1.7905
H 3.2829 -2.0372 -0.9905
H 2.7133 -1.6854 0.2560
O 0.3571 0.7059 0.3108
O -3.0801 0.6712 -0.9371
O -0.8166 2.2413 -3.7043
O 1.6481 -3.2223 0.4019
O -2.8184 -2.1626 -0.5096
O -1.5191 0.6971 2.9099
O 3.4934 3.1606 1.2635
O 2.9429 -1.2066 -0.6062
```

Mulliken population analysis, charges in e, atoms 1 to 2: number 1, H, carries 0.31; number 2, H, carries 0.28

---

Version 2
The following is a DFT calculation (ωB97M-V with the def2-TZVPD basis set) of a 8-piece molecular cluster, H16O8 overall.

Output
Orbital gap   9.06 eV
LUMO energy   0.18 eV
SMILES   O.O.O.O.O.O.O.O

```
24
H16O8, DFT ωB97M-V with the def2-TZVPD basis set
H 1.7763 -0.1229 -0.0127
H 1.4425 -1.5678 -0.3456
H -0.2941 -1.0101 2.3500
H 0.7169 0.1239 2.3939
H -2.2851 -1.9015 0.6072
H -3.2034 -2.1323 1.7960
H 1.6318 3.2274 2.3283
H 2.4816 3.0267 1.0843
H -2.2781 0.7570 -2.5068
H -3.2987 1.1638 -1.4567
H 4.5516 -2.4542 -1.0443
H 3.4200 -2.9142 -0.1399
H -0.5159 0.9160 -2.0237
H 0.3537 2.0159 -2.6105
H -0.9431 -0.1120 0.0788
H -1.3639 -0.9353 -1.1275
O 1.1051 -0.6695 -0.4365
O -0.1724 -0.0900 2.0900
O -2.2895 -1.9250 1.5707
O 1.7395 3.5401 1.4230
O -2.4726 0.6795 -1.5660
O 3.5946 -2.4062 -0.9401
O -0.1115 1.7631 -1.8050
O -1.6671 -0.6521 -0.2575
```

Mulliken population analysis, charges in e, atoms 1 to 2: number 1, H, carries 0.25; number 2, H, carries 0.22

---

Which structure above is the least stable? It is version 2.